Entry 1:
{
  "formula": "C5H11N3",
  "method": "ωB97M-V/def2-TZVPD",
  "homo_energy_ev": -19.786,
  "homo_lumo_gap_ev": 11.180,
  "total_charge": 2,
  "lumo_ev": -8.6052,
  "multiplicity": 1,
  "molar_mass_g_mol": 113.164,
  "species": ["C", "C", "C", "C", "C", "N", "N", "N", "H", "H", "H", "H", "H", "H", "H", "H", "H", "H", "H"],
  "xyz": [[-1.3442, 1.2353, 0.0746], [2.0571, 0.0000, -0.0312], [1.4242, 1.3291, 0.0696], [0.9248, -1.0702, 0.3189], [-1.7167, -1.0357, -0.2280], [-2.2107, 0.3066, 0.3350], [-0.3027, 0.8450, -0.5582], [-0.3166, -0.5873, -0.6428], [-1.6221, 2.3614, 0.3124], [2.5295, -0.0629, -1.0539], [2.7973, -0.2136, 0.7223], [1.3651, 1.7978, 0.9843], [1.7648, 1.9568, -0.7161], [1.3477, -2.0821, 0.1731], [0.5901, -1.1553, 1.4691], [-1.5944, -1.7934, 0.6268], [-2.3494, -1.4275, -1.0307], [-3.1735, 0.3927, 0.8344], [-0.1700, -0.7965, -1.6597]],
  "atomic_forces_ev_per_a": [[-3.38, 3.35, 1.58], [-1.47, -1.38, -0.40], [-0.91, -1.41, -2.65], [0.56, 0.22, 0.73], [0.15, 0.42, 2.79], [-2.16, -2.25, 0.48], [4.78, 0.74, -0.03], [0.72, -1.21, 0.23], [1.08, -2.40, -0.42], [-0.67, -0.73, 1.08], [0.54, 0.39, 0.35], [-0.93, 0.87, 2.10], [-0.22, 0.87, -0.53], [-0.90, 0.29, -0.92], [0.27, 1.05, -2.67], [-0.43, 1.05, -1.39], [0.39, 0.31, -0.06], [2.30, 0.04, -1.27], [0.27, -0.21, 1.01]]
}

Entry 2:
{
  "formula": "C2H8NO2",
  "method": "ωB97M-V/def2-TZVPD",
  "homo_energy_ev": -15.532,
  "homo_lumo_gap_ev": 12.382,
  "total_charge": 1,
  "lumo_ev": -3.1492,
  "multiplicity": 1,
  "molar_mass_g_mol": 78.091,
  "species": ["C", "N", "H", "H", "H", "H", "H", "H", "O", "C", "O", "H", "H"],
  "xyz": [[1.5056, 2.2114, 0.1995], [1.8100, 0.6997, 0.2160], [1.4845, 2.5998, 1.1925], [2.2586, 2.6472, -0.4342], [0.5065, 2.2349, -0.2616], [1.7051, 0.3646, 1.1715], [2.6998, 0.5011, -0.2463], [1.1288, 0.0876, -0.3064], [-0.4669, -0.3129, -0.3268], [-1.4326, -1.0177, -0.5288], [-1.8345, -1.8343, 0.4172], [-2.0111, -0.9784, -1.4399], [-2.5992, -2.3912, 0.1546]],
  "atomic_forces_ev_per_a": [[-0.98, -1.83, -1.44], [-0.07, 0.05, -0.42], [0.17, 0.16, 0.55], [0.03, 0.46, -0.03], [0.44, 0.56, 0.22], [0.74, -0.27, -0.02], [0.24, 0.02, 0.92], [-0.11, 1.11, 0.38], [-0.50, -0.25, -0.43], [0.45, 0.26, 0.79], [-0.60, -0.65, -0.14], [-0.26, -0.09, -0.46], [0.46, 0.47, 0.09]]
}

Entry 3:
{
  "formula": "C22H15F4NO2S",
  "method": "ωB97M-V/def2-TZVPD",
  "homo_energy_ev": -9.222,
  "homo_lumo_gap_ev": 7.840,
  "lumo_ev": -1.3818,
  "multiplicity": 1,
  "molar_mass_g_mol": 433.426,
  "species": ["F", "C", "C", "C", "F", "C", "C", "C", "C", "C", "C", "F", "C", "C", "F", "C", "C", "H", "H", "H", "H", "H", "H", "H", "C", "C", "C", "C", "C", "S", "C", "N", "C", "O", "O", "C", "C", "H", "H", "H", "H", "H", "H", "H", "H"],
  "xyz": [[-0.7086, 1.7272, -4.8023], [-0.5902, 2.3561, -3.5808], [0.2599, 3.4614, -3.4846], [0.4018, 4.0060, -2.2110], [1.2938, 5.0421, -2.0487], [-0.2746, 3.5316, -1.1021], [-1.1113, 2.3823, -1.2058], [-1.6189, 1.8374, 0.0499], [-2.9726, 1.2731, 0.1604], [-3.6474, 1.4348, 1.4097], [-4.7100, 0.6235, 1.7381], [-5.2703, 0.7165, 2.9947], [-5.2614, -0.3099, 0.8533], [-4.7127, -0.3212, -0.4354], [-5.2591, -1.1861, -1.3631], [-3.6475, 0.4791, -0.8143], [-1.2836, 1.8299, -2.4990], [0.7765, 3.8665, -4.3524], [-0.1877, 4.0446, -0.1452], [-1.0568, 2.1131, 1.0016], [-3.3021, 2.1926, 2.1173], [-6.0888, -0.9437, 1.1264], [-3.3333, 0.4647, -1.8607], [-1.9287, 0.9606, -2.6620], [4.7765, -4.5693, 1.8544], [3.9581, -3.3927, 1.4075], [3.5589, -2.4212, 2.3272], [2.7451, -1.3443, 1.9463], [2.3062, -1.2027, 0.6206], [1.4419, 0.2968, 0.0984], [-0.3585, 0.2300, 0.3276], [-0.5254, -0.5693, 1.4226], [-0.7588, -1.2859, 2.3380], [1.8872, 1.3510, 0.9988], [1.6379, 0.3954, -1.3304], [2.8142, -2.1140, -0.3287], [3.6124, -3.1968, 0.0655], [5.0296, -5.2305, 1.0269], [5.7111, -4.2431, 2.3170], [4.2373, -5.1552, 2.6026], [3.9258, -2.5047, 3.3576], [2.4809, -0.5878, 2.6895], [-0.8699, -0.1791, -0.5653], [2.6037, -1.9570, -1.3914], [4.0196, -3.9020, -0.6686]],
  "atomic_forces_ev_per_a": [[-0.02, 0.72, 1.21], [0.21, 0.01, -0.45], [-0.34, -0.41, 0.24], [0.53, 0.45, -0.17], [-1.02, -0.85, -0.17], [-0.44, -0.59, 0.12], [1.40, 1.60, -1.33], [2.45, -1.70, 1.71], [-1.70, -0.62, 1.08], [1.05, -0.03, -0.30], [-1.00, -0.44, 0.37], [0.59, 0.03, -1.30], [0.72, 0.64, -0.42], [-0.67, -0.37, 0.11], [0.57, 1.03, 0.92], [0.88, 0.16, 0.02], [-0.18, -0.33, 0.51], [-0.06, -0.18, 0.28], [0.26, -0.21, -0.23], [-1.70, 0.98, -1.29], [0.05, -0.51, -0.07], [-0.03, -0.06, 0.04], [-0.20, -0.33, 0.67], [0.71, 0.45, -0.13], [0.11, -0.04, 0.04], [-0.19, 0.48, -0.29], [-0.27, 0.36, -0.02], [-0.02, 0.02, 0.30], [0.66, -0.69, 0.18], [0.91, 1.53, -0.50], [-1.23, -0.50, -2.29], [-1.64, -1.11, 2.30], [0.37, 1.06, -1.17], [-0.32, -0.75, -0.51], [-0.03, 0.05, 0.38], [-0.38, 0.14, -0.21], [-0.08, 0.15, 0.10], [-0.05, 0.04, -0.03], [-0.04, 0.02, -0.01], [0.00, 0.05, -0.06], [-0.35, 0.14, -0.36], [0.00, -0.26, -0.28], [0.88, -0.46, 0.45], [-0.02, -0.06, 0.43], [-0.36, 0.39, 0.12]]
}

Entry 4:
{
  "formula": "C17H19NO",
  "method": "ωB97M-V/def2-TZVPD",
  "homo_energy_ev": -7.786,
  "homo_lumo_gap_ev": 8.584,
  "lumo_ev": 0.7984,
  "multiplicity": 1,
  "smiles": "Cc1c[nH]c2ccccc12.CCc1ccc(O)cc1",
  "molar_mass_g_mol": 253.345,
  "species": ["C", "C", "C", "N", "C", "C", "C", "C", "C", "C", "H", "H", "H", "H", "H", "H", "H", "H", "H", "C", "C", "C", "C", "C", "C", "O", "C", "C", "H", "H", "H", "H", "H", "H", "H", "H", "H", "H"],
  "xyz": [[3.1654, 1.7545, 3.0373], [3.3224, 1.6330, 1.5700], [4.1881, 2.2149, 0.7051], [3.8810, 1.8432, -0.5919], [2.8323, 0.9657, -0.5786], [2.1551, 0.3027, -1.6014], [1.4200, -0.8230, -1.2825], [1.2032, -1.1438, 0.0662], [1.7531, -0.4006, 1.0872], [2.5189, 0.7241, 0.7789], [3.0797, 0.8801, 3.6750], [2.1832, 2.2358, 3.2206], [3.7343, 2.5547, 3.5251], [4.9782, 2.9174, 0.8996], [4.3387, 2.2819, -1.3811], [2.4557, 0.6205, -2.6024], [0.7941, -1.2790, -2.0307], [0.6920, -2.0661, 0.3142], [1.4720, -0.6779, 2.0918], [-3.9946, 1.2541, -2.7274], [-3.2454, 1.3937, -1.3960], [-2.9658, 0.1029, -0.6851], [-2.2183, -0.8945, -1.3519], [-1.9266, -2.0625, -0.6879], [-2.2961, -2.2590, 0.6396], [-1.9061, -3.4470, 1.1941], [-3.1183, -1.3338, 1.2743], [-3.4653, -0.1852, 0.5727], [-4.4038, 2.1686, -3.1459], [-4.7330, 0.4477, -2.6948], [-3.2438, 0.8922, -3.4385], [-2.3116, 1.8963, -1.6388], [-3.7442, 2.0950, -0.7158], [-1.9540, -0.6635, -2.3764], [-1.3207, -2.8417, -1.1182], [-2.0860, -3.4637, 2.1424], [-3.3016, -1.5381, 2.3225], [-3.9228, 0.6591, 1.0821]],
  "atomic_forces_ev_per_a": [[-1.39, 1.94, 0.94], [0.15, -1.29, 0.20], [-0.49, 0.34, 0.08], [0.56, 0.80, -0.31], [-0.35, -0.51, 0.71], [1.48, 0.04, -0.50], [-0.83, 1.20, 0.23], [0.52, -0.60, -0.07], [-0.84, 0.22, -0.09], [0.54, 0.16, -0.23], [0.64, -0.43, -0.33], [-0.12, -0.39, -0.34], [0.82, -0.59, -0.25], [0.08, 0.09, -0.01], [-0.41, -0.38, 0.10], [-0.61, -0.41, -0.07], [0.28, -0.45, -0.27], [-0.27, 0.18, -0.03], [0.31, 0.10, 0.28], [0.65, -1.07, -0.19], [-0.34, 0.95, 0.19], [0.02, -1.00, -0.79], [-0.94, 0.82, 0.68], [0.52, -0.22, -0.06], [-0.84, 0.09, -0.47], [0.20, 0.03, 0.30], [0.99, -0.69, -0.20], [0.63, 1.16, 0.62], [-0.11, 0.12, 0.26], [-0.24, 0.37, 0.12], [-0.20, 0.09, -0.23], [0.32, -0.01, 0.13], [-0.17, -0.24, -0.06], [0.40, -0.45, 0.02], [0.08, -0.13, -0.33], [-0.07, 0.10, -0.18], [-0.56, 0.42, 0.02], [-0.41, -0.35, 0.12]]
}